Here is a 23-piece molecular cluster, C27H62F17NO30S2 overall from the OMol25 dataset. Energies are from wB97M-V/def2-TZVPD.

Geometry as XYZ:
```
139
Properties=species:S:1:pos:R:3:mulliken_charge:R:1
C -1.51063 -4.32834 4.71532 -1.64
C -1.96787 -3.53799 3.50854 1.57
C -1.24700 -4.15081 2.28292 -1.06
O -0.15715 -3.33156 1.82192 -0.25
C -0.60477 -2.14197 1.31101 0.66
O -1.40995 -2.08944 0.40718 -0.60
C -0.07566 -0.89579 1.96268 -0.25
S 1.51048 -0.40375 1.20102 0.02
C 1.02729 1.14152 0.46163 0.41
C -0.00578 1.11068 -0.42246 -1.12
C -0.48110 2.20816 -1.05221 0.66
C -1.62802 1.98780 -2.01101 -0.88
C -1.68830 2.89130 -3.24202 -1.84
C -0.56349 2.66725 -4.22440 1.25
F 0.65544 2.60770 -3.66230 -0.26
F -0.53881 3.76213 -5.04442 -0.36
C -0.80107 1.44657 -5.17905 0.42
F -1.55747 0.50559 -4.60566 -0.20
F -1.53527 1.90989 -6.20622 -0.34
C 0.49987 0.88519 -5.82689 0.63
F 1.17972 1.95966 -6.25297 -0.22
F 0.15418 0.20117 -6.92322 -0.30
C 1.43622 0.05294 -4.87709 0.50
F 0.89811 -0.06719 -3.64967 -0.12
F 2.55865 0.75590 -4.71848 -0.42
C 1.77272 -1.37386 -5.34952 0.43
F 0.62500 -2.06632 -5.48014 -0.26
F 2.36430 -1.38237 -6.54420 -0.30
C 2.65251 -2.21781 -4.37902 0.66
F 2.88347 -3.37923 -5.03602 -0.32
F 1.99616 -2.54765 -3.27505 -0.22
C 4.04653 -1.63987 -4.01187 0.62
F 4.60976 -0.95827 -5.00457 -0.28
F 3.87404 -0.84504 -2.94342 -0.21
C 5.05634 -2.74190 -3.56791 0.50
F 5.59824 -3.32230 -4.64265 -0.33
F 4.50081 -3.64222 -2.77630 -0.22
F 6.05405 -2.16547 -2.90136 -0.25
C 0.11466 3.39527 -0.74318 -0.36
O -0.34263 4.57813 -1.32802 -0.34
N -1.14333 5.40675 -0.47415 0.17
O -1.72033 4.81720 0.34320 -0.23
C 1.15906 3.47864 0.11873 0.79
C 1.63570 2.34048 0.72230 1.14
C 2.82319 2.48905 1.65007 -0.11
O 3.03622 1.73930 2.59028 -0.62
C 3.73795 3.60909 1.30396 -0.87
C 3.28314 4.70072 0.71320 -0.66
C 1.83139 4.78116 0.42844 -0.21
O 1.26008 5.85776 0.44570 -0.62
O -3.38901 -3.72424 3.35404 -0.56
C -3.96690 -2.78201 2.57260 0.53
O -3.67388 -1.60383 2.63514 -0.47
C -5.05476 -3.26193 1.63891 -0.76
S -6.45426 -2.08993 1.68579 -0.19
H -0.45721 -4.07070 4.83277 0.36
H -2.01578 -3.99713 5.61984 0.26
H -1.62560 -5.39534 4.54353 0.37
H -1.71448 -2.49788 3.69955 -0.08
H -1.92349 -4.31830 1.44654 0.24
H -0.83261 -5.10483 2.58884 0.42
H 0.10653 -1.05120 3.02189 0.56
H -0.83957 -0.14522 1.80899 -0.01
H -0.47171 0.15308 -0.61794 0.35
H -1.58829 0.94832 -2.32217 0.35
H -2.55883 2.12958 -1.46109 0.51
H -2.60335 2.63293 -3.77618 0.56
H -1.75674 3.95052 -3.04055 0.62
H 4.79510 3.50775 1.50998 0.46
H 3.89788 5.52516 0.42795 1.27
H -4.70189 -3.30551 0.61759 0.38
H -5.45105 -4.20623 1.98141 0.30
H -5.92758 -0.99263 1.11794 0.07
O -4.49005 -5.82919 0.47670 -0.50
H -4.91442 -6.66770 0.26907 0.25
H -3.56394 -5.97510 0.25859 0.27
O 5.81037 0.28853 3.37040 -0.69
H 5.13422 0.79336 2.89897 0.40
H 5.30553 -0.33718 3.89664 0.29
O 4.55883 5.24697 -1.86505 -0.61
H 3.90456 5.50781 -2.52174 0.30
H 5.19833 5.96980 -1.87742 0.33
O -2.08956 -2.59877 -3.49387 -0.53
H -1.21455 -2.34209 -3.18534 0.27
H -2.08439 -2.37778 -4.43054 0.26
O 2.76874 3.84916 -8.23454 -0.68
H 2.13249 4.30942 -8.79128 0.32
H 2.23208 3.23985 -7.71728 0.37
O -4.64959 1.74944 -0.98769 -0.59
H -4.84179 2.04955 -0.09256 0.28
H -5.11410 0.90933 -1.05980 0.27
O 5.01632 1.24776 -0.20138 -0.43
H 4.69175 0.37429 -0.44450 0.25
H 5.96786 1.18666 -0.33093 0.23
O -2.31702 0.92236 3.38123 -0.42
H -2.57011 1.21876 4.26247 0.22
H -2.84112 0.12080 3.24754 0.40
O 6.83296 3.64241 2.82171 -0.58
H 6.81257 3.23840 3.69576 0.30
H 7.75684 3.59428 2.55893 0.28
O 6.39422 6.41305 -3.88689 -0.62
H 6.09104 5.53103 -4.12710 0.32
H 7.34533 6.38538 -4.02759 0.30
O -4.31482 1.72338 5.63595 -0.60
H -4.87612 2.30463 5.11440 0.32
H -4.94045 1.13302 6.08690 0.33
O 0.80767 6.22396 -6.93018 -0.63
H 1.37279 5.65960 -7.46829 0.30
H 0.15981 5.62237 -6.54872 0.34
O -6.12437 -2.57780 4.90900 -0.67
H -6.14392 -2.97321 5.78678 0.30
H -5.22238 -2.72883 4.60978 0.44
O -5.57179 -0.41906 6.98006 -0.61
H -5.42454 -0.58306 7.91815 0.28
H -5.71623 -1.29562 6.61201 0.26
O 8.43513 -4.22963 -4.81865 -0.66
H 7.51940 -3.94832 -4.72245 0.39
H 8.71141 -3.86353 -5.66371 0.31
O -8.26850 0.54354 2.60722 -0.61
H -9.11852 0.72690 3.01739 0.30
H -7.74296 0.14205 3.30904 0.31
O -4.22458 -4.86693 -2.67955 -0.59
H -4.84060 -4.67388 -3.39144 0.28
H -3.59543 -4.13453 -2.70738 0.33
O -2.42407 -1.17018 5.97165 -0.51
H -3.28314 -0.73040 5.92547 0.22
H -1.82428 -0.47777 6.26637 0.29
O -0.77093 -7.48345 3.86755 -0.58
H 0.12665 -7.81913 3.77758 0.27
H -1.32956 -8.23736 3.65316 0.29
O -3.83822 -2.19033 8.58005 -0.53
H -3.96071 -2.60154 9.44178 0.27
H -2.91367 -2.35104 8.36173 0.30
O 4.47124 7.08873 1.99701 -0.63
H 3.57162 7.16428 2.33282 0.32
H 4.97915 6.76217 2.74700 0.32
O 1.51648 -4.04045 4.25750 -0.64
H 2.45864 -3.97298 4.44290 0.29
H 1.42729 -3.74445 3.34057 0.28
```

Calculated values
* F_max: 0.039 hartree/bohr
* HOMO level: -8.5 eV
* lowest unoccupied orbital energy: -0.39 eV
* orbital gap: 8.121 eV
* multiplicity: 1

Here is a 2-piece molecular cluster, C7H12N2OS2 overall from the OMol25 dataset. Energies are from wB97M-V/def2-TZVPD.

Geometry as XYZ:
```
24
Properties=species:S:1:pos:R:3:nbo_charge:R:1
C 0.04463 -0.12247 -0.65932 0.51
C -3.66830 -0.19116 0.19283 -0.42
C -1.29235 -0.38682 -0.15739 -0.01
C 1.04571 -2.29851 0.17852 -0.60
C 2.53268 -0.50352 -0.44404 -0.59
C 0.73824 3.03959 0.19144 -0.78
C 1.16541 -0.79847 0.13369 -0.34
N -2.87845 -0.43087 1.32097 -0.09
N -1.66840 -0.60116 1.11607 -0.15
O 0.18960 0.35907 -1.74797 -0.55
S -2.57976 -0.40446 -1.29324 0.41
S -0.49749 2.24265 1.23822 -0.10
H -4.56636 -0.98932 0.09531 0.26
H -4.10678 0.76799 0.22788 0.26
H 1.89496 -2.74943 -0.33945 0.21
H 1.03205 -2.76847 1.15133 0.23
H 0.19920 -2.51094 -0.46172 0.20
H 2.35286 -0.76017 -1.50712 0.21
H 3.31820 -1.02907 -0.00586 0.21
H 2.64675 0.60254 -0.41379 0.21
H 0.61315 4.10667 0.17109 0.23
H 0.78334 2.62853 -0.79132 0.24
H 1.64335 3.13402 0.67302 0.21
H 1.05775 -0.33624 1.13085 0.24
```

Calculated values
* F_max: 0.080 hartree/bohr
* HOMO level (alpha / beta): -7.9 / -8.0 eV
* lowest unoccupied orbital energy (alpha / beta): -2.72 / -2.71 eV
* ΔE to the lowest compared entry with this formula, charge and spin: 122.19 kcal per mole
* orbital gap (alpha / beta): 5.165 / 5.274 eV
* multiplicity: 1

Here is CH3N3P2 as an isolated structure from the OMol25 dataset. Energies are from wB97M-V/def2-TZVPD.

Geometry as XYZ:
```
9
Properties=species:S:1:pos:R:3:nbo_charge:R:1
C 0.67367 1.39802 0.34055 -0.23
N 1.88973 0.99503 0.48995 -0.26
N 1.98111 -0.29040 0.06408 -0.02
N 0.93364 -0.81417 -0.40773 -0.48
P -0.42650 0.21593 -0.41141 0.61
P -2.01367 -0.83418 0.42271 0.04
H 0.51235 2.40816 0.33226 0.21
H -0.76743 -2.13209 -0.04605 0.11
H -2.78290 -0.94630 -0.78437 0.01
```

Calculated values
* F_max: 0.066 hartree/bohr
* HOMO level: -9.6 eV
* lowest unoccupied orbital energy: -0.97 eV
* ΔE to the lowest compared entry with this formula, charge and spin: 36.15 kcal per mole
* orbital gap: 8.602 eV
* multiplicity: 1

Here is a 16-piece molecular cluster, C32H48Cl30N3O5S overall from the OMol25 dataset. Energies are from wB97M-V/def2-TZVPD.

Geometry as XYZ:
```
119
Properties=species:S:1:pos:R:3:mulliken_charge:R:1
C -2.00525 3.88325 -1.67770 0.12
C -1.75551 2.80309 -1.15121 -1.49
C -1.13037 1.46188 -0.69356 1.00
C -1.80053 0.14987 -1.06108 0.90
C -3.15076 0.24567 -1.89558 -0.32
O -4.21629 0.40961 -1.33920 -0.40
O -3.14914 0.19504 -3.30329 -0.45
C -1.15981 -1.14085 -0.64853 -1.05
C 0.13423 -1.12962 0.13057 -0.33
C 0.94959 -2.39485 0.59594 -0.11
C 0.11108 -3.49574 1.37534 0.57
S 0.15452 -3.35466 3.21103 -0.06
C 1.86999 -3.22788 3.77614 0.29
N 2.96025 -2.54551 3.26993 0.07
N 4.09944 -2.66860 3.99865 -0.70
C 3.72154 -3.48753 5.08046 0.12
O 2.39487 -3.81644 4.93274 -0.18
N 0.68110 0.13626 0.46839 0.18
C 0.12889 1.37390 0.11068 -0.02
C 0.91021 2.66585 0.59869 -0.31
C 2.44052 2.69067 0.14163 -0.28
C 2.48492 3.12501 -1.41179 0.04
O 3.83554 3.40650 -1.84543 -0.43
C 4.67789 2.26818 -1.66023 0.59
C 4.56631 1.04781 -2.69153 -0.62
O 5.46574 2.21726 -0.73848 -0.50
H -2.22288 4.80948 -2.27216 0.45
H -2.80731 -0.69257 -3.55443 0.36
H -1.61646 -2.14306 -0.90889 1.39
H 1.34441 -2.89998 -0.34859 -0.47
H 1.85636 -2.01874 1.15895 0.27
H -0.98018 -3.35368 1.07736 -0.49
H 0.38930 -4.52894 0.97486 0.21
H 4.45812 -3.75035 5.88915 0.35
H 1.56729 0.13406 0.99691 0.45
H 0.39318 3.55568 0.13554 -0.25
H 0.85282 2.72041 1.73370 0.44
H 2.86671 1.64870 0.26130 0.28
H 3.01628 3.47792 0.73097 0.24
H 1.90084 4.09470 -1.51907 0.29
H 2.07886 2.30463 -2.09740 -0.27
H 5.62043 0.81071 -3.01561 0.34
H 4.16056 0.15564 -2.11336 0.14
H 3.86855 1.30556 -3.54168 0.28
C -6.14852 2.68193 0.91967 0.17
Cl -4.85188 3.33543 1.93035 0.00
Cl -7.60991 2.38475 1.86667 -0.19
H -6.37675 3.39866 0.13258 -0.07
H -5.81429 1.74391 0.48068 0.10
C -4.09793 0.36509 4.30067 0.57
Cl -3.55139 -0.62030 5.66139 -0.16
Cl -3.28419 -0.10135 2.80110 -0.02
H -5.17062 0.23124 4.17636 0.30
H -3.87859 1.40659 4.50938 -0.65
C -0.14530 6.14733 2.28803 -0.51
Cl -1.28539 5.32221 1.21849 0.02
Cl 1.16721 5.07000 2.79182 -0.14
H 0.28014 6.99854 1.76119 0.41
H -0.67808 6.48952 3.17279 0.31
C -3.46627 4.22535 5.10260 0.17
Cl -3.43634 5.78209 5.93540 -0.17
Cl -3.08799 2.89626 6.20683 -0.17
H -4.46069 4.06818 4.68944 0.09
H -2.73091 4.23819 4.30004 0.08
C -4.30513 -4.02440 1.40378 -0.43
Cl -3.18371 -2.88695 0.63654 0.06
Cl -5.20766 -4.94244 0.19718 -0.15
H -3.73720 -4.71570 2.02291 0.27
H -5.00536 -3.46513 2.02056 0.30
C -5.55659 6.14920 -1.58711 -0.55
Cl -7.13694 6.22194 -0.79993 -0.15
Cl -4.26946 5.88906 -0.40448 0.02
H -5.55450 5.32595 -2.29920 0.28
H -5.37634 7.08763 -2.10720 0.42
C -9.66763 4.29556 -3.32218 -0.28
Cl -9.12608 3.30582 -1.96204 -0.10
Cl -8.83565 3.84399 -4.81521 -0.15
H -10.73758 4.15425 -3.45731 0.33
H -9.45755 5.34042 -3.10333 0.22
C -0.72158 1.66307 -5.23126 -0.23
Cl 0.14671 0.47952 -6.21543 -0.15
Cl 0.23935 2.16764 -3.83338 0.01
H -0.94168 2.53643 -5.84126 0.37
H -1.64822 1.21625 -4.87821 0.08
C 2.20168 -5.12321 -2.04204 -0.12
Cl 3.46704 -4.44983 -1.00717 -0.10
Cl 0.75631 -5.52534 -1.09847 -0.17
H 1.93538 -4.38988 -2.80115 0.33
H 2.58157 -6.03054 -2.51953 0.16
C 1.99878 -5.18237 7.87982 -0.03
Cl 3.32691 -4.48625 8.81849 -0.16
Cl 0.61296 -5.55575 8.90992 -0.16
H 1.69131 -4.46850 7.12054 0.10
H 2.34399 -6.09928 7.40662 0.27
C -4.72148 8.31679 2.81156 -0.44
Cl -4.83220 6.56835 2.57682 0.01
Cl -4.16556 9.12854 1.34202 -0.15
H -5.70446 8.69996 3.07612 0.32
H -4.01719 8.52102 3.61526 0.26
C 7.29466 -3.07237 -1.71511 -0.39
Cl 6.22837 -2.92122 -3.11602 -0.07
Cl 7.10545 -4.64226 -0.92228 -0.17
H 8.32608 -2.96642 -2.04375 0.33
H 7.05161 -2.28710 -1.00259 0.26
C 4.76075 -8.53243 -3.68804 -0.20
Cl 4.39574 -6.86994 -3.20297 -0.11
Cl 3.35121 -9.31023 -4.41588 -0.16
H 5.57103 -8.51797 -4.41354 0.33
H 5.06189 -9.09714 -2.80902 0.12
C 3.65615 -0.68627 -6.85919 -0.03
Cl 4.22620 -1.68662 -5.51659 -0.08
Cl 3.11178 -1.68054 -8.21383 -0.16
H 2.82598 -0.07429 -6.51460 -0.06
H 4.47113 -0.04832 -7.19416 0.31
C 8.72720 -7.83586 -0.75513 0.36
Cl 10.33911 -7.95350 -1.46763 -0.15
Cl 7.64268 -9.06728 -1.41678 -0.15
H 8.80539 -7.97622 0.32079 0.30
H 8.31720 -6.85177 -0.97153 -0.31
```

Calculated values
* charge: +1
* F_max: 0.112 hartree/bohr
* HOMO level: -11.4 eV
* lowest unoccupied orbital energy: -4.20 eV
* orbital gap: 7.192 eV
* multiplicity: 1